[1]
Below is 2 unconnected molecules or ions with the total composition C3H5NO in a non-equilibrium geometry, with properties calculated with ωB97M-V/def2-TZVPD.

Atoms and positions in Å:
C: 0.6356 0.4606 0.2097
N: 0.8625 1.5013 0.8710
O: 0.7294 2.6518 0.3973
H: 0.7432 -0.6247 0.4958
H: 0.5144 0.5747 -0.9017
H: 0.8918 1.4112 1.8639
C: -0.4830 -1.6479 -0.7612
C: -1.6000 -1.2028 -0.6294
H: 0.1805 -2.4257 -1.1127
H: -2.4742 -0.6987 -0.4329

Atomic forces in eV per Å
1.0 -3.6 -3.2
-1.2 0.8 0.2
0.4 1.6 0.0
0.1 2.1 0.8
0.1 0.3 1.5
0.6 0.0 1.3
-2.1 -1.8 -1.1
2.2 -0.9 -0.2
0.3 0.7 0.4
-1.4 0.8 0.3

## Properties
HOMO, eV: -8.72
Orbital gap, eV: 9.6601
Total energy, a.u.: -247.09131
Net charge: 0
Lowest unoccupied orbital energy, eV: 0.9


[2]
Below is 2 unconnected molecules or ions with the total composition C57H68F4N3 in a non-equilibrium geometry, with properties calculated with ωB97M-V/def2-TZVPD.

Atoms and positions in Å:
C: -5.7982 -0.2668 -2.2796
C: -5.6563 0.2302 -0.8361
C: -6.6042 1.4023 -0.5737
C: -4.2029 0.5392 -0.5047
C: -3.6495 1.8036 -0.7243
C: -2.2801 2.0174 -0.6025
C: -1.6273 3.2922 -1.1201
C: -2.6173 4.4302 -1.3505
C: -0.7715 3.0512 -2.3623
C: -1.4614 0.9807 -0.0470
C: -0.0566 1.1963 0.2660
N: 0.3563 2.0789 1.2564
C: -0.4191 3.1088 1.9359
C: -0.1278 4.4624 1.6911
C: 1.0042 4.8787 0.7511
C: 2.3018 5.0318 1.5330
C: 0.6774 6.1268 -0.0627
C: -0.9002 5.4444 2.3226
C: -1.9955 5.0895 3.0996
C: -2.2758 3.7473 3.3390
C: -1.4482 2.7441 2.8246
C: -1.5754 1.2995 3.3022
C: -2.8743 1.0419 4.0606
C: -0.3850 0.8723 4.1589
N: 1.7008 2.0424 1.3938
N: 2.1274 1.0745 0.5363
C: 3.5477 0.9023 0.3165
C: 4.1830 1.6402 -0.7016
C: 3.4444 2.7058 -1.5108
C: 3.0513 2.1594 -2.8768
C: 4.2403 4.0087 -1.6494
C: 5.5253 1.3896 -0.9871
C: 6.2580 0.5216 -0.1827
C: 5.6560 -0.0675 0.9287
C: 4.3072 0.1340 1.2098
C: 3.7326 -0.4379 2.5121
C: 2.4945 -1.3103 2.3057
C: 3.5017 0.6563 3.5607
C: 1.0662 0.5343 -0.2279
C: 1.2338 -0.4812 -1.1717
C: -2.0372 -0.2998 0.2230
C: -1.2310 -1.4756 0.7698
C: -1.0593 -2.5397 -0.3043
C: -1.8481 -2.1008 2.0221
C: -3.3881 -0.4963 -0.0516
H: -5.1384 -1.1204 -2.4693
H: -6.8294 -0.5805 -2.4691
H: -5.5392 0.5246 -2.9946
H: -5.9421 -0.5997 -0.1750
H: -6.4455 1.8187 0.4260
H: -6.4676 2.1964 -1.3158
H: -7.6372 1.0476 -0.6351
H: -4.2968 2.6154 -1.0615
H: -0.9436 3.6210 -0.3262
H: -3.2174 4.6119 -0.4488
H: -2.0945 5.3604 -1.6065
H: -3.2829 4.1780 -2.1874
H: -0.0405 2.2497 -2.1947
H: -1.4144 2.7630 -3.2087
H: -0.2219 3.9631 -2.6383
H: 1.1546 4.0495 0.0466
H: 2.6091 4.0416 1.8936
H: 3.0889 5.4507 0.8953
H: 2.1507 5.7036 2.3905
H: -0.2659 6.0141 -0.6113
H: 0.6064 7.0094 0.5846
H: 1.4757 6.3094 -0.7924
H: -0.6461 6.4997 2.1854
H: -2.6249 5.8646 3.5406
H: -3.1287 3.4806 3.9651
H: -1.5750 0.6813 2.3947
H: -3.7443 1.3607 3.4767
H: -2.9866 -0.0239 4.2875
H: -2.8497 1.5912 5.0101
H: 0.5714 1.0749 3.6607
H: -0.3994 1.4318 5.1061
H: -0.4363 -0.2012 4.3897
H: 2.5332 2.9322 -0.9383
H: 2.5153 1.2085 -2.7703
H: 2.4037 2.8692 -3.4063
H: 3.9495 1.9821 -3.4856
H: 4.5630 4.3794 -0.6677
H: 5.1330 3.8702 -2.2768
H: 3.6118 4.7800 -2.1154
H: 5.9970 1.8953 -1.8351
H: 7.3111 0.3382 -0.3920
H: 6.2441 -0.7020 1.5975
H: 4.5209 -1.0937 2.9071
H: 2.6250 -1.9833 1.4495
H: 2.2879 -1.9176 3.1974
H: 1.6153 -0.6829 2.1219
H: 4.4553 1.1268 3.8316
H: 2.8382 1.4342 3.1610
H: 3.0514 0.2388 4.4703
H: 2.2388 -0.8631 -1.3273
H: 0.3988 -0.6769 -1.8335
H: -0.2276 -1.1240 1.0303
H: -0.6502 -2.1062 -1.2187
H: -0.3660 -3.3253 0.0134
H: -2.0250 -3.0059 -0.5474
H: -1.9835 -1.3518 2.8144
H: -2.8285 -2.5370 1.7847
H: -1.1929 -2.8932 2.4147
H: -3.8136 -1.4940 0.1031
F: 2.1178 -6.6654 -6.3668
C: 1.0999 -5.8420 -5.9357
C: 0.2754 -5.2671 -6.9028
C: -0.7554 -4.4573 -6.4224
F: -1.6225 -3.9013 -7.3378
C: -0.9402 -4.1744 -5.0778
C: -0.0778 -4.7570 -4.1043
C: -0.3287 -4.5490 -2.7135
C: 0.1601 -5.4291 -1.7409
C: -0.4976 -5.7250 -0.5498
C: 0.0442 -6.5312 0.4959
C: -0.5679 -6.5087 1.7817
C: 0.0612 -7.1386 2.8422
F: -0.5042 -7.0449 4.0921
C: 1.2494 -7.8578 2.7087
C: 1.7837 -7.9368 1.4223
F: 2.9319 -8.6744 1.2488
C: 1.2202 -7.3128 0.3171
C: 0.9632 -5.6150 -4.5704
H: 0.4238 -5.4407 -7.9631
H: -1.7867 -3.5757 -4.7467
H: -1.1448 -3.8703 -2.4623
H: 1.0998 -5.9445 -1.9474
H: -1.5204 -5.3557 -0.4023
H: -1.5049 -5.9738 1.9206
H: 1.7297 -8.3308 3.5596
H: 1.6695 -7.4246 -0.6681
H: 1.6076 -6.1442 -3.8707

Atomic forces in eV per Å
0.1 0.0 -0.1
0.1 0.0 0.3
0.0 -0.2 0.1
-0.2 -0.1 -0.1
0.0 -0.3 -0.3
0.6 -0.6 0.2
0.2 0.4 0.7
-0.1 -0.1 0.0
-0.1 -0.3 -0.3
-1.4 -0.5 -0.5
-0.5 1.2 1.1
2.3 -0.8 -1.2
-0.2 0.4 0.6
0.3 0.0 -0.3
-0.2 -0.3 0.0
0.2 0.0 0.3
0.0 0.1 0.0
0.0 -0.1 0.0
0.0 0.0 0.0
0.2 0.0 0.0
0.2 -0.3 0.2
-0.3 -0.1 -0.6
0.0 0.1 -0.1
0.3 0.2 0.2
-1.5 -0.5 -0.4
-1.2 1.1 0.2
0.5 0.6 0.3
-0.3 0.1 -0.4
-0.2 -0.2 0.4
-0.1 -0.2 -0.3
0.1 0.0 0.2
0.1 -0.2 0.3
-0.1 0.0 0.0
0.2 0.0 -0.1
-0.4 -0.3 0.3
0.4 -0.3 -0.1
-0.2 0.0 0.0
0.0 0.2 -0.1
1.8 -0.8 -0.2
0.0 1.0 0.6
0.2 0.6 -0.2
0.2 0.2 0.1
-0.2 -0.1 -0.3
-0.1 0.1 0.1
0.1 0.1 -0.1
-0.1 0.1 0.0
0.1 0.0 0.0
0.0 -0.1 0.1
0.0 0.1 -0.1
0.0 0.0 -0.1
-0.1 -0.1 0.1
0.1 0.1 0.0
0.3 -0.3 0.0
-0.2 0.0 -0.3
0.1 0.0 -0.2
-0.1 -0.3 0.0
0.0 0.2 0.2
-0.1 0.1 -0.1
0.2 0.1 0.1
-0.2 -0.2 0.1
-0.1 0.2 0.0
0.1 0.5 0.0
-0.1 -0.1 0.1
0.1 -0.1 -0.2
0.2 0.1 0.2
0.0 -0.1 -0.2
-0.1 0.0 0.2
-0.2 -0.5 0.0
0.2 -0.2 -0.1
0.4 0.1 -0.2
-0.1 0.1 0.3
0.1 -0.1 0.1
0.0 0.2 0.0
-0.2 -0.2 -0.1
-0.2 -0.1 0.2
0.1 -0.2 -0.2
0.0 0.2 -0.1
0.1 0.0 -0.3
0.1 0.2 -0.1
0.1 -0.1 0.0
-0.2 0.1 0.1
0.0 -0.1 -0.2
-0.3 0.1 0.2
0.2 -0.2 0.1
-0.1 -0.2 0.4
-0.2 0.0 0.0
-0.2 0.3 -0.2
-0.1 0.1 -0.1
-0.1 0.1 0.1
0.1 0.2 -0.1
0.1 -0.2 0.1
-0.2 -0.1 0.0
0.2 -0.2 0.3
0.1 0.0 -0.2
-0.3 0.0 -0.3
0.4 0.0 0.0
-0.2 0.0 0.0
-0.2 -0.1 0.2
-0.1 0.2 0.1
0.0 0.0 0.1
0.0 -0.3 -0.2
0.2 0.0 0.2
-0.2 0.2 -0.1
0.0 0.4 0.0
-1.2 1.0 0.5
0.9 -0.5 0.0
-0.2 0.2 0.6
-0.6 0.4 -0.7
1.0 -0.7 1.1
0.2 -0.2 0.5
0.7 0.1 -1.5
-0.9 -1.5 0.1
0.0 0.2 0.4
-0.1 0.5 -0.8
0.6 -1.0 1.0
0.2 0.1 -0.6
-0.3 0.0 0.9
0.6 -0.1 -1.4
-0.3 0.3 -0.4
0.7 -0.5 -0.3
-1.3 0.8 0.2
-0.2 0.3 0.4
-0.4 0.0 -0.2
-0.1 0.0 0.2
0.2 0.0 -0.2
0.2 -0.1 0.0
-0.3 0.1 0.1
0.5 0.1 0.0
0.2 -0.1 0.1
-0.1 0.0 -0.2
0.0 -0.1 0.4
0.0 0.2 -0.4

## Properties
HOMO, eV: -8.27
Orbital gap, eV: 2.3412
Total energy, a.u.: -2776.19581
Net charge: +1
Lowest unoccupied orbital energy, eV: -5.9


[3]
Below is a molecular structure, C26H48Cl3MgN6O3Si in a non-equilibrium geometry, with properties calculated with ωB97M-V/def2-TZVPD.

Atoms and positions in Å:
C: -1.9562 -1.7524 -4.5470
C: -1.2113 -2.4910 -3.4562
H: -1.9898 -2.4296 -5.4041
H: -1.5311 -0.7754 -4.8791
H: -2.9708 -1.6065 -4.1665
C: -0.9667 -3.8671 -3.5397
C: -0.6727 -4.5658 -4.7948
H: -0.9964 -4.4439 -2.6063
H: -0.1544 -3.9323 -5.5369
H: -1.5815 -4.9731 -5.2666
H: -0.0159 -5.4187 -4.5862
Mg: 0.4310 1.3923 0.8971
Cl: -2.0145 1.2165 0.8512
Cl: 0.3833 4.7588 -1.8387
H: 1.3838 6.3324 3.3694
H: -1.2097 6.7077 2.9875
C: 1.4120 5.9546 2.3344
C: -0.9944 6.3498 1.9695
N: 0.1128 5.4051 1.9612
H: 2.1915 5.1928 2.2285
C: -0.1135 4.1182 1.7137
O: 0.7881 3.2251 1.6374
H: -1.8763 5.8500 1.5673
H: -1.1647 3.8480 1.5666
H: 1.6304 6.8167 1.6881
H: -0.7528 7.2259 1.3548
H: 1.7911 -0.4117 -2.9946
H: 2.5387 -3.3493 -2.1144
C: 2.8016 -0.4255 -2.5610
C: 3.3503 -2.7173 -1.7369
N: 2.8712 -1.3677 -1.4419
H: 3.0712 0.5890 -2.2431
C: 2.6228 -1.0280 -0.1608
O: 2.2405 0.0892 0.2654
H: 3.7489 -3.1591 -0.8204
H: 2.8287 -1.8697 0.5337
H: 3.4953 -0.7958 -3.3207
H: 4.1363 -2.6693 -2.4914
O: -0.1651 -1.6773 -2.8732
C: -1.2536 -1.9231 -1.9715
C: 0.1002 -3.1919 -0.2219
C: -1.1407 -2.7733 -0.7521
H: 0.9990 -2.8953 -0.7525
C: 0.1804 -4.0095 0.9034
H: -1.8693 -1.0315 -1.8444
C: -2.3011 -3.1386 0.0027
H: 1.1662 -4.3293 1.2569
C: -0.9744 -4.4644 1.5464
C: -2.2279 -4.0302 1.0840
H: -3.2898 -2.7771 -0.3233
H: -0.8967 -5.1505 2.3918
H: -3.1365 -4.3976 1.5756
Si: -0.3390 2.9401 -2.6808
Cl: 0.2500 1.1201 -1.3310
C: 1.3743 2.7025 -3.5847
C: -2.0796 3.2516 -1.8039
C: -1.2340 2.8023 -4.3500
H: 2.2082 2.8101 -2.8777
H: 1.5087 3.4616 -4.3727
H: 1.4478 1.7071 -4.0428
H: -0.6463 2.2507 -5.0918
H: -1.4113 3.8181 -4.7301
H: -2.2016 2.2965 -4.2626
H: -2.1393 2.7014 -0.8523
H: -2.9304 2.8986 -2.4077
H: -2.2613 4.3142 -1.5632
C: 0.0558 1.0339 3.7001
N: 0.1680 -0.0073 2.6170
C: -1.0234 -0.9150 2.7150
N: -1.1377 -1.5231 4.0535
C: -1.2166 -0.4427 5.0687
N: -0.0210 0.4402 5.0372
C: 1.2076 -0.3774 5.2113
N: 1.2985 -1.4823 4.2193
C: 1.3342 -0.8744 2.8735
C: 0.0758 -2.3069 4.3217
H: -0.8490 1.6245 3.5101
H: 0.9434 1.6825 3.6670
H: -0.9106 -1.7191 1.9702
H: -1.9295 -0.3385 2.4987
H: -1.2918 -0.9122 6.0559
H: -2.1060 0.1703 4.8651
H: 2.0796 0.2807 5.0710
H: 1.2111 -0.8181 6.2138
H: 1.3172 -1.6882 2.1371
H: 2.2588 -0.2947 2.7558
H: 0.0064 -2.7016 5.3427
H: 0.1354 -3.1388 3.6059

Atomic forces in eV per Å
-0.1 0.1 -0.1
-0.4 -0.1 1.8
-0.2 0.2 -0.1
-0.2 -0.6 0.5
-0.1 0.2 -0.4
-0.4 -0.8 1.1
0.0 -0.4 -0.6
0.1 0.1 -0.5
-0.1 -0.2 0.0
0.1 -0.2 -0.5
0.0 -0.1 -0.2
-0.6 -1.0 0.1
-0.1 0.6 0.6
0.6 1.2 0.6
-0.1 -0.3 -0.2
0.1 -0.2 -0.2
0.1 0.0 -0.2
-0.2 0.0 0.1
0.1 -0.2 0.4
-0.3 0.2 0.0
1.1 -0.7 -0.4
-0.9 1.2 0.3
0.0 0.2 0.0
0.1 0.0 -0.2
0.0 -0.3 0.0
0.0 -0.3 0.0
0.3 -0.1 0.2
0.0 0.1 -0.1
-0.4 0.0 -0.2
-0.3 0.0 0.2
0.3 0.5 1.1
-0.1 -0.4 0.0
-0.1 0.7 -0.5
0.6 -1.1 -0.1
0.0 0.0 -0.1
-0.2 0.3 -0.1
0.0 0.2 0.1
0.0 0.0 0.1
1.4 1.3 1.6
-0.3 -0.1 -1.7
-0.4 0.0 -0.2
0.0 0.2 0.7
-0.3 -0.1 0.0
0.0 0.0 -0.2
-0.1 -0.1 0.2
0.1 -0.2 -0.7
-0.3 0.1 -0.1
-0.3 0.1 -0.2
0.6 0.2 -0.1
0.6 -0.2 0.1
-0.1 0.2 -0.2
0.3 0.3 -0.2
-1.0 0.0 -1.2
-0.3 0.4 -1.6
0.4 -0.2 0.7
0.1 -0.4 0.9
-0.1 -0.5 -0.7
0.0 0.0 -0.1
-0.3 -0.1 0.2
-0.1 0.2 0.0
0.0 0.2 -0.1
0.0 -0.1 0.0
0.1 0.2 -0.1
-0.1 0.4 -0.4
0.4 0.0 0.1
0.2 -0.3 -0.3
0.1 -0.5 0.2
0.1 0.2 0.4
-0.5 -0.2 0.2
0.5 0.5 0.2
0.4 -0.3 -0.5
0.1 -0.4 -0.3
-0.4 -0.4 -0.5
-0.2 0.6 0.1
0.3 -0.2 0.5
0.0 0.2 0.0
0.2 -0.1 -0.1
-0.2 -0.1 -0.1
-0.1 0.4 0.2
0.4 -0.3 0.1
0.0 0.2 -0.1
0.2 -0.2 0.1
-0.2 -0.2 0.2
0.0 0.1 -0.1
0.0 0.3 0.1
-0.2 -0.1 0.1
0.1 0.0 -0.1
0.0 0.3 0.2

## Properties
HOMO, eV: -1.23
Orbital gap, eV: 3.0113
Total energy, a.u.: -3444.02971
Net charge: -1
Lowest unoccupied orbital energy, eV: 1.8


[4]
Below is 8 unconnected molecules or ions with the total composition C13H42O13 in a non-equilibrium geometry, with properties calculated with ωB97M-V/def2-TZVPD.

Atoms and positions in Å:
O: 3.3244 -6.9709 5.2721
C: 2.5873 -6.8121 4.0698
C: 1.3770 -5.8891 4.3241
O: 1.8087 -4.6003 4.3406
H: 3.7238 -6.1326 5.5156
H: 3.2153 -6.3390 3.3149
H: 2.2991 -7.8114 3.7433
H: 0.9156 -6.2469 5.2446
H: 0.6312 -6.0211 3.5402
H: 1.0406 -4.0274 4.3987
O: 0.4979 -4.7898 -1.9195
C: 1.3823 -4.2741 -2.9016
C: 2.8052 -4.2010 -2.2344
O: 3.3277 -5.5346 -2.0210
H: 0.8426 -5.6600 -1.7059
H: 1.4789 -4.9247 -3.7708
H: 0.9858 -3.3159 -3.2373
H: 2.7625 -3.7818 -1.2291
H: 3.4419 -3.6916 -2.9577
H: 4.0812 -5.4463 -1.4326
O: -5.4426 0.4201 -3.8937
C: -6.4477 -0.3621 -4.6166
C: -7.8342 -0.2519 -4.0042
O: -7.7482 -0.8770 -2.7083
H: -5.4135 0.0741 -2.9987
H: -6.3440 0.0111 -5.6355
H: -6.2025 -1.4168 -4.7410
H: -8.5466 -0.7571 -4.6565
H: -8.0827 0.8036 -3.8940
H: -7.3538 -0.2064 -2.1458
O: -5.6295 3.2577 1.0471
C: -5.4888 4.5389 0.4993
C: -5.3260 5.5188 1.6265
O: -4.1335 5.3270 2.2323
H: -4.8069 2.9207 1.4095
H: -4.6949 4.6085 -0.2444
H: -6.4243 4.8186 0.0149
H: -6.1198 5.6083 2.3681
H: -5.2438 6.5230 1.2107
H: -4.0319 6.0479 2.8581
O: 7.7030 -0.0019 4.7318
C: 7.5718 0.8003 3.6112
C: 6.6329 0.1006 2.6629
O: 6.4359 0.8350 1.4932
H: 8.2935 0.4605 5.3310
H: 7.1141 1.7213 3.9722
H: 8.5517 1.0003 3.1777
H: 5.6611 -0.2133 3.0440
H: 7.0665 -0.8619 2.3914
H: 6.0337 1.6794 1.7097
C: 2.9376 5.7668 2.5002
O: 3.6057 5.5033 1.2810
H: 1.9598 5.2891 2.5629
H: 3.5840 5.4274 3.3096
H: 2.6868 6.8183 2.6398
H: 3.0371 5.8088 0.5704
C: -1.1756 3.2168 -7.1845
O: -0.9949 2.9641 -5.8204
H: -1.9165 2.4840 -7.5041
H: -1.6296 4.1983 -7.3216
H: -0.3075 3.1608 -7.8414
H: -1.6810 2.4120 -5.4383
C: -0.1827 0.4921 0.3631
O: -1.3773 -0.2905 0.2586
H: -0.4895 1.5225 0.5429
H: 0.3348 0.3026 1.3035
H: 0.4901 0.4726 -0.4942
H: -1.1598 -1.2054 0.0653

Atomic forces in eV per Å
0.2 -0.4 0.1
-0.3 0.8 0.5
-0.3 -2.8 -0.8
0.6 2.0 0.4
0.0 0.1 -0.1
0.0 -0.1 -0.3
-0.1 0.1 0.1
0.0 0.2 0.4
-0.1 -0.2 -0.3
0.1 0.2 0.1
-0.4 0.0 -0.5
1.4 -0.5 1.5
-0.6 -0.4 -0.8
-0.7 0.1 -0.5
0.0 -0.2 0.2
-0.1 -0.2 -0.1
0.3 0.1 0.2
-0.2 0.8 -0.4
0.3 0.4 0.4
0.0 -0.1 0.0
-1.0 -0.9 -0.5
0.8 0.8 -0.5
1.3 0.1 0.1
-0.5 0.2 -0.5
0.2 -0.1 0.1
-0.5 0.4 0.0
0.3 -0.2 0.6
-0.2 -0.1 0.4
-0.3 0.0 -0.1
-0.1 0.0 0.3
-0.5 -1.0 -0.4
-0.8 0.4 0.9
-0.8 2.1 -1.4
2.6 -0.9 1.8
0.2 0.3 0.0
0.2 0.1 0.1
-0.1 -0.4 -0.2
-0.6 -0.8 -0.2
-0.6 0.4 -0.7
0.4 -0.2 0.2
0.5 -1.0 1.2
-0.8 0.5 0.2
0.1 -0.8 -0.4
0.2 0.4 -0.9
0.0 -0.2 0.2
0.0 0.6 -0.5
-0.1 0.1 -0.5
0.0 0.5 0.9
0.4 0.1 -0.3
-0.1 0.1 0.0
-0.3 0.2 0.2
-0.1 0.1 0.0
0.0 -0.6 0.0
-0.1 0.0 -0.1
0.5 0.3 0.0
0.1 0.0 -0.1
-1.8 -0.3 -0.3
1.4 0.2 1.0
0.1 0.1 -0.8
0.0 0.2 -0.1
0.4 -0.2 0.6
0.0 0.1 -0.4
-0.6 0.5 0.9
0.4 0.4 -0.2
-0.3 0.1 -0.5
0.4 -0.6 -0.1
-0.1 -0.3 0.0
0.2 0.0 0.0

## Properties
HOMO, eV: -10.17
Orbital gap, eV: 10.3420
Total energy, a.u.: -1498.40470
Net charge: 0
Lowest unoccupied orbital energy, eV: 0.2


> Which of these has the highest lowest unoccupied orbital energy?

C26H48Cl3MgN6O3Si


> Which of these has the lowest net charge?

C26H48Cl3MgN6O3Si


> Which formula does entry 3 have?

C26H48Cl3MgN6O3Si


> Number 1 is which compound?

C3H5NO